11
Properties=species:S:1:pos:R:3:forces:R:3:lowdin_charge:R:1 method="wB97M-V/def2-TZVPD" energy_ev=-18572.0853 largest_force_ev_per_a=3.847 e_above_lowest_kcal_mol=80.34
C -1.769677 0.581071 0.357693 -1.457 1.435 -0.998 -0.44
C 1.724594 -1.055260 -0.349146 -1.365 -0.345 -2.162 -0.29
N -2.987940 0.173477 0.016224 3.658 0.078 1.186 0.05
O -0.655876 -0.108510 0.306264 1.408 -1.783 0.101 -0.27
O 1.852154 1.422050 0.232654 0.135 -0.290 0.478 -0.45
S 1.446790 0.181026 0.868015 -2.545 0.598 -1.046 1.06
H -1.509471 1.659280 0.515483 -0.742 -0.391 0.334 0.11
H 2.751560 -1.179445 -0.563479 1.633 0.001 0.613 0.04
H 1.425387 -0.586738 -1.357927 -0.380 -0.821 1.624 0.11
H 1.301156 -2.069062 -0.147596 -0.080 1.160 -0.061 0.09
H -3.578673 0.982113 0.121812 -0.264 0.358 -0.069 0.00